Record 1
Entry from the OMol25 dataset: C34H79CuN10O14 as an isolated structure (ωB97M-V/def2-TZVPD).

Properties
**Expectation value of S²**: 0.7544
**E**: -124735.453 eV
**Multiplicity**: 2
**Kohn-Sham gap (alpha / beta)**: 5.57 / 5.56 eV
**HOMO (alpha / beta)**: -10.4653 / -10.4653 eV
**Total charge**: +1
**LUMO (alpha / beta)**: -4.89 / -4.90 eV

Structure (XYZ):
```
138
C34H79CuN10O14 | the OMol25 dataset | ωB97M-V/def2-TZVPD
Cu -0.273 -0.970 4.939
C -1.512 -0.339 -1.048
C -0.494 -0.321 0.101
C 0.586 0.732 -0.184
O -1.166 -0.281 1.371
H -2.288 -1.077 -0.847
H -1.054 -0.507 -2.022
H -2.079 0.592 -1.083
H 0.145 -1.194 -0.031
H 1.164 0.533 -1.086
H 1.235 0.795 0.690
H 0.237 1.752 -0.344
C 10.743 -2.644 2.984
O 9.464 -1.934 2.813
C 9.367 -1.141 1.714
O 10.238 -0.957 0.837
O 8.101 -0.691 1.657
C 7.722 0.085 0.552
H 10.778 -3.320 3.838
H 11.546 -1.920 3.128
H 11.103 -3.238 2.144
H 7.765 1.162 0.715
H 6.654 -0.043 0.371
H 8.180 -0.182 -0.400
C -8.405 2.182 -0.685
C -9.514 2.255 0.344
O -9.361 2.061 1.593
N -10.711 2.567 -0.202
C -12.003 2.619 0.582
H -8.795 1.550 -1.483
H -7.530 1.759 -0.192
H -8.191 3.108 -1.219
H -10.864 2.766 -1.181
H -12.199 3.617 0.974
H -12.130 1.963 1.444
H -12.827 2.400 -0.097
C -1.466 -9.151 -0.001
C -2.142 -8.505 -1.126
O -2.100 -9.042 -2.200
N -2.772 -7.319 -0.930
C -2.946 -6.535 0.234
H -0.407 -9.133 -0.260
H -1.741 -10.206 -0.026
H -1.786 -8.732 0.953
H -3.113 -6.912 -1.790
H -3.319 -5.547 -0.036
H -2.023 -6.386 0.795
H -3.658 -7.110 0.826
C 1.681 4.523 -4.955
C 2.118 5.981 -4.889
O 3.333 6.235 -4.793
N 1.200 6.913 -4.741
C 1.634 8.258 -4.664
H 1.862 4.024 -5.907
H 0.653 4.336 -4.645
H 2.301 3.926 -4.287
H 0.233 6.630 -4.808
H 1.614 8.916 -5.533
H 2.546 8.504 -4.119
H 0.769 8.723 -4.191
C -2.774 -0.596 -7.132
C -2.185 -0.599 -8.539
O -1.008 -0.286 -8.681
N -2.983 -0.797 -9.601
C -2.565 -0.854 -10.958
H -3.843 -0.806 -7.115
H -2.595 0.411 -6.753
H -2.302 -1.314 -6.461
H -3.970 -0.886 -9.405
H -3.476 -0.511 -11.449
H -2.348 -1.826 -11.399
H -1.825 -0.105 -11.243
C 4.441 -2.876 -4.681
C 3.380 -3.762 -4.016
O 3.740 -4.718 -3.340
N 2.129 -3.665 -4.452
C 1.052 -4.521 -3.851
H 5.100 -2.579 -3.865
H 3.915 -2.008 -5.078
H 5.026 -3.508 -5.350
H 1.781 -2.975 -5.103
H 1.473 -5.395 -3.353
H 0.389 -4.824 -4.662
H 0.410 -4.021 -3.126
C 3.990 6.005 -0.525
C 5.303 6.744 -0.309
O 5.759 6.910 0.809
N 5.948 7.190 -1.424
C 7.378 7.586 -1.608
H 3.233 6.760 -0.736
H 3.699 5.563 0.428
H 3.976 5.269 -1.329
H 5.380 7.155 -2.258
H 8.060 7.360 -0.788
H 7.542 8.593 -1.990
H 7.692 7.079 -2.520
C -5.209 -4.384 6.245
C -4.554 -3.641 5.120
O -3.337 -3.398 5.099
N -5.240 -3.220 4.043
C -6.679 -3.435 3.781
H -6.081 -5.014 6.071
H -5.622 -3.609 6.890
H -4.508 -5.026 6.780
H -4.768 -2.702 3.316
H -7.191 -4.129 4.447
H -6.621 -3.807 2.758
H -7.265 -2.516 3.800
C 4.066 3.141 4.980
C 2.716 2.968 5.626
O 2.083 2.001 5.314
N 2.214 3.897 6.485
C 1.041 3.861 7.375
H 3.950 3.419 3.933
H 4.716 2.277 5.115
H 4.599 3.978 5.432
H 2.685 4.788 6.548
H 1.092 4.680 8.093
H 0.915 2.978 8.002
H 0.116 3.983 6.813
O 2.344 -3.360 3.529
C 3.395 -3.880 3.191
N 4.255 -4.334 4.080
C 3.698 -4.099 1.729
H 5.061 -4.911 3.884
H 4.016 -4.086 5.029
H 2.828 -4.465 1.183
H 4.428 -4.903 1.629
H 4.054 -3.163 1.301
O -2.948 1.336 5.999
C -4.140 1.592 5.939
N -4.661 1.257 4.787
C -5.069 2.007 7.092
H -3.994 0.973 4.084
H -5.658 1.216 4.635
H -4.387 2.489 7.792
H -5.574 1.186 7.601
H -5.794 2.730 6.717
```

=====

Record 2
Entry from the OMol25 dataset: C34H80AsCl4F6N4O16 as an isolated structure (ωB97M-V/def2-TZVPD).

Properties
**E**: -202507.434 eV
**Kohn-Sham gap**: 7.36 eV
**HOMO**: -5.3122 eV
**Total charge**: -1
**LUMO**: 2.05 eV

Structure (XYZ):
```
145
C34H80AsCl4F6N4O16 | the OMol25 dataset | ωB97M-V/def2-TZVPD
As 24.033 -1.199 8.613
F 22.519 -2.106 8.323
F 24.488 -1.222 6.891
F 25.556 -0.353 9.073
F 23.535 -1.153 10.421
F 24.825 -2.849 8.764
F 23.227 0.395 8.167
C 21.687 -8.164 7.078
C 22.637 -8.264 5.855
C 22.912 -6.877 5.184
O 23.163 -5.992 6.240
C 23.023 -4.619 5.859
N 23.889 -8.753 6.336
H 20.682 -7.764 6.943
H 22.163 -7.707 7.946
H 21.458 -9.172 7.423
H 22.301 -8.964 5.090
H 22.096 -6.599 4.517
H 23.739 -6.956 4.478
H 23.676 -4.238 5.074
H 23.387 -4.069 6.727
H 22.008 -4.303 5.615
H 24.126 -9.277 5.506
H 23.644 -9.530 6.934
C 23.979 -4.889 11.094
C 24.667 -5.946 10.208
C 24.414 -7.437 10.553
O 25.204 -8.223 9.567
C 25.301 -9.590 9.926
N 24.167 -5.686 8.884
H 22.920 -4.772 10.867
H 24.587 -3.988 11.171
H 23.902 -5.207 12.134
H 25.705 -5.632 10.318
H 23.382 -7.735 10.367
H 24.598 -7.712 11.592
H 24.395 -10.120 10.219
H 26.058 -9.749 10.694
H 25.821 -10.194 9.182
H 23.193 -5.952 8.869
H 24.017 -4.688 8.910
C 22.477 3.256 7.037
C 22.644 4.518 6.270
C 21.431 5.514 6.557
O 21.556 6.626 5.643
C 20.670 7.671 5.917
N 23.955 4.989 6.514
H 23.374 2.639 6.980
H 21.687 2.607 6.659
H 22.129 3.343 8.066
H 22.792 4.273 5.219
H 21.466 5.810 7.605
H 20.521 5.036 6.195
H 20.768 8.433 5.144
H 21.088 8.117 6.820
H 19.645 7.307 6.000
H 24.608 4.528 5.896
H 23.853 5.953 6.231
C 28.318 -2.898 7.595
C 27.835 -4.345 7.456
C 28.334 -5.266 8.635
O 27.914 -6.610 8.443
C 28.254 -7.500 9.457
N 26.422 -4.485 7.177
H 27.811 -2.065 7.107
H 29.378 -2.815 7.356
H 28.170 -2.485 8.593
H 28.295 -4.841 6.601
H 28.085 -4.821 9.599
H 29.423 -5.242 8.674
H 27.507 -7.387 10.242
H 29.109 -7.194 10.059
H 28.151 -8.558 9.216
H 26.000 -3.826 7.816
H 26.210 -3.930 6.360
C 19.621 -0.826 9.641
C 19.914 0.244 8.608
O 18.829 1.153 8.579
C 18.820 2.358 9.258
O 17.942 3.136 9.114
O 19.860 2.557 10.086
C 20.005 3.666 10.999
H 20.569 -1.326 9.838
H 18.962 -1.549 9.161
H 19.304 -0.416 10.600
H 19.887 -0.320 7.676
H 20.934 0.616 8.699
H 20.007 4.602 10.441
H 21.036 3.605 11.348
H 19.398 3.743 11.901
C 18.441 -8.043 11.092
C 19.160 -6.788 11.630
O 18.842 -5.710 10.707
C 19.555 -5.511 9.615
O 20.693 -5.921 9.417
O 18.875 -4.545 8.896
C 19.534 -3.831 7.953
H 18.433 -8.906 11.758
H 19.019 -8.363 10.225
H 17.372 -8.002 10.882
H 20.244 -6.845 11.732
H 18.631 -6.496 12.537
H 18.804 -3.277 7.363
H 20.143 -4.509 7.354
H 20.294 -3.167 8.364
C 27.456 -4.512 2.823
C 25.977 -4.429 2.938
O 25.544 -3.142 2.874
C 25.930 -2.232 3.812
O 26.532 -2.422 4.893
O 25.438 -1.125 3.367
C 25.369 0.027 4.170
H 27.894 -4.348 3.807
H 27.804 -4.006 1.922
H 27.506 -5.600 2.782
H 25.680 -4.883 3.883
H 25.443 -5.020 2.194
H 25.813 -0.050 5.162
H 24.378 0.353 4.486
H 25.930 0.802 3.648
C 26.453 2.360 7.406
C 27.620 1.488 6.932
O 28.289 2.144 5.839
C 29.540 1.752 5.584
O 29.976 0.616 5.912
O 30.283 2.635 4.981
C 29.751 3.789 4.338
H 25.490 1.981 7.064
H 26.562 3.378 7.031
H 26.344 2.407 8.490
H 27.251 0.477 6.762
H 28.192 1.539 7.858
H 29.858 3.785 3.254
H 30.370 4.583 4.757
H 28.725 4.077 4.566
C 23.781 1.515 12.227
Cl 24.001 0.666 13.774
Cl 23.227 3.124 12.633
H 24.715 1.536 11.666
H 22.960 1.102 11.640
C 26.630 -0.692 11.909
Cl 26.924 -2.310 11.345
Cl 27.217 -0.524 13.599
H 26.943 0.067 11.191
H 25.562 -0.494 12.000
```

=====

Record 3
Entry from the OMol25 dataset: C34H80BrGaINP as an isolated structure (ωB97M-V/def2-TZVPD).

Properties
**E**: -177857.076 eV
**Kohn-Sham gap**: 6.55 eV
**HOMO**: -4.3020 eV
**Total charge**: -1
**Relative energy (zero: lowest compared OMol25 entry of this formula, charge and spin)**: 0.00 kcal per mole
**LUMO**: 2.24 eV

Structure (XYZ):
```
119
C34H80BrGaINP | the OMol25 dataset | ωB97M-V/def2-TZVPD
C -0.484 -2.244 -3.057
C 0.377 -1.207 -2.351
Br 1.118 -2.118 -0.688
C -0.324 0.068 -2.039
Ga -0.377 1.367 -3.627
C -1.713 2.842 -3.217
C -3.127 2.728 -3.795
N -3.802 1.432 -3.653
C 1.510 2.130 -3.756
C 1.685 3.438 -2.963
C 1.362 4.609 -3.875
I 0.736 6.398 -2.873
P -0.970 0.282 -5.665
C -0.766 1.741 -6.801
C 0.622 -0.572 -6.125
H -1.142 -2.747 -2.344
H -1.104 -1.746 -3.809
H 0.118 -3.007 -3.555
H 1.312 -1.063 -2.894
H -1.336 -0.143 -1.667
H 0.194 0.624 -1.251
H -1.785 2.933 -2.122
H -1.278 3.790 -3.561
H -3.106 2.968 -4.865
H -3.795 3.471 -3.339
H -3.171 0.676 -3.900
H -4.078 1.293 -2.688
H 1.790 2.305 -4.805
H 2.218 1.373 -3.396
H 1.021 3.470 -2.092
H 2.704 3.558 -2.575
H 0.539 4.382 -4.551
H 2.218 4.937 -4.462
H -0.633 1.396 -7.831
H 0.083 2.383 -6.539
H -1.675 2.349 -6.772
H 1.432 0.141 -6.308
H 0.484 -1.178 -7.026
H 0.946 -1.236 -5.319
C -1.711 -4.633 0.399
C -2.277 -3.485 1.227
C -1.393 -3.122 2.420
C -1.227 -4.254 3.439
C -2.537 -4.802 4.003
C -3.361 -3.757 4.747
H -1.616 -5.552 0.982
H -2.346 -4.853 -0.461
H -0.724 -4.358 0.022
H -3.287 -3.727 1.573
H -2.379 -2.605 0.587
H -1.803 -2.238 2.918
H -0.409 -2.826 2.047
H -0.613 -3.895 4.273
H -0.667 -5.077 2.985
H -2.308 -5.630 4.679
H -3.136 -5.230 3.194
H -2.785 -3.324 5.570
H -4.270 -4.190 5.167
H -3.659 -2.939 4.090
C -2.567 7.158 -5.655
C -1.551 8.295 -5.644
C -1.792 9.317 -4.535
C -3.138 10.042 -4.609
C -3.399 10.775 -5.924
C -2.374 11.863 -6.228
H -3.581 7.520 -5.838
H -2.335 6.427 -6.430
H -2.567 6.634 -4.697
H -1.539 8.792 -6.619
H -0.553 7.873 -5.502
H -0.979 10.048 -4.540
H -1.726 8.803 -3.570
H -3.192 10.762 -3.785
H -3.947 9.327 -4.437
H -4.397 11.220 -5.885
H -3.421 10.057 -6.747
H -2.342 12.603 -5.425
H -2.612 12.386 -7.156
H -1.370 11.448 -6.333
C 3.978 -1.417 6.385
C 2.691 -0.724 5.949
C 1.737 -1.637 5.180
C 2.303 -2.203 3.877
C 2.766 -1.158 2.865
C 1.662 -0.209 2.420
H 4.554 -1.768 5.528
H 4.618 -0.744 6.958
H 3.758 -2.284 7.013
H 2.937 0.149 5.337
H 2.173 -0.337 6.831
H 0.815 -1.091 4.965
H 1.447 -2.472 5.830
H 1.530 -2.821 3.409
H 3.135 -2.878 4.094
H 3.149 -1.686 1.987
H 3.610 -0.588 3.266
H 0.815 -0.767 2.018
H 2.009 0.450 1.624
H 1.299 0.422 3.234
C 2.680 -8.248 7.985
C 3.551 -7.970 6.765
C 3.658 -6.485 6.417
C 2.328 -5.805 6.088
C 1.542 -6.452 4.949
C 2.282 -6.467 3.616
H 1.651 -7.922 7.827
H 2.655 -9.312 8.222
H 3.061 -7.719 8.863
H 3.159 -8.522 5.906
H 4.556 -8.362 6.941
H 4.346 -6.367 5.576
H 4.120 -5.957 7.258
H 2.531 -4.763 5.830
H 1.699 -5.775 6.982
H 0.601 -5.910 4.827
H 1.265 -7.474 5.228
H 2.542 -5.453 3.305
H 1.668 -6.906 2.828
H 3.206 -7.045 3.672
```